Record 1
Density functional theory data (the ωB97M-V functional and the def2-TZVPD basis) for a cluster of 3 separate species, C7H16O in total in a non-equilibrium geometry.

Computed properties:
HOMO energy (alpha / beta) in eV: -6.4 / -6.2
Energy relative to the best compared isomer or geometry (same formula, charge and spin) in kJ/mol: 563.4
Electronic energy in eV: -9560.431
Kohn-Sham gap (alpha / beta) in eV: 7.37 / 7.16

ORCA input file:
```
! RIJCOSX wB97M-V def2-TZVPD def2/J DEFGRID3
* xyz 0 1
C -0.65414 -0.63671 0.08167
C -0.04693 0.58962 0.14109
C -2.55437 0.71394 0.37256
C 1.84444 -0.78377 -0.47837
C -1.06275 -1.32971 -1.17786
C 0.38316 1.24578 1.41278
C 3.06820 -0.11721 0.08428
O -3.01829 1.09467 -0.88773
H -3.30783 0.31016 -1.36622
H -0.64951 -1.24071 0.98399
H -0.07963 1.21397 -0.74643
H -2.43020 1.59459 0.99411
H -3.14875 -0.05729 0.86577
H 1.71814 -1.81752 -0.16008
H 1.72519 -0.68740 -1.55584
H -2.06314 -1.76045 -1.06919
H -1.05952 -0.64806 -2.02905
H -0.38586 -2.15852 -1.39660
H -0.22368 2.13198 1.61395
H 0.30820 0.56757 2.26414
H 1.41646 1.58860 1.33453
H 3.12288 0.93976 -0.19588
H 4.00558 -0.58133 -0.26330
H 3.09234 -0.17196 1.17771
*
```

Just the Löwdin charges please, in e? Sure, here they are: C -0.25; C -0.23; C -0.14; C -0.13; C -0.10; C -0.08; C -0.20; O -0.09; H 0.07; H 0.12; H 0.13; H 0.07; H 0.07; H 0.05; H 0.05; H 0.08; H 0.09; H 0.08; H 0.07; H 0.09; H 0.06; H 0.06; H 0.06; H 0.06



Record 2
Density functional theory data (the ωB97M-V functional and the def2-TZVPD basis) for a structure of composition C7H16O in a non-equilibrium geometry.

Computed properties:
HOMO energy in eV: -8.4
Energy relative to the best compared isomer or geometry (same formula, charge and spin) in kJ/mol: 291.9
Electronic energy in eV: -9563.245
Kohn-Sham gap in eV: 9.19

ORCA input file:
```
! RIJCOSX wB97M-V def2-TZVPD def2/J DEFGRID3
* xyz 0 1
C 0.29265 -0.02513 0.44987
C -0.82753 -0.91442 0.31953
C -0.53269 0.83501 -1.09577
C 1.68122 -0.43236 0.01972
C 0.27464 0.93606 1.61697
C -0.99088 -1.98342 -0.72624
C -0.16319 2.30270 -1.03493
O -0.22775 -1.82436 1.81743
H 0.31401 -2.57711 1.53906
H -1.75786 -0.54585 0.74076
H -1.61260 0.73597 -1.21305
H -0.04767 0.33039 -1.93220
H 0.93989 1.78517 1.44255
H 2.22241 -0.82535 0.88233
H 1.68309 -1.19432 -0.75892
H 2.22897 0.43700 -0.35694
H -0.73220 1.30188 1.82385
H 0.61805 0.39742 2.50196
H -1.58664 -1.63112 -1.57230
H -1.51341 -2.82752 -0.27388
H -0.03665 -2.35376 -1.10102
H -0.69277 2.81653 -0.22918
H -0.44102 2.79918 -1.97188
H 0.90795 2.45740 -0.88772
*
```

Just the Löwdin charges please, in e? Sure, here they are: C -0.44; C -0.22; C -0.13; C -0.04; C -0.05; C -0.06; C -0.15; O -0.21; H 0.01; H 0.14; H 0.09; H 0.09; H 0.08; H 0.09; H 0.07; H 0.09; H 0.09; H 0.09; H 0.08; H 0.09; H 0.08; H 0.07; H 0.07; H 0.07



Record 3
Density functional theory data (the ωB97M-V functional and the def2-TZVPD basis) for the ion C7H16O2 with charge +2 in a non-equilibrium geometry.

Computed properties:
HOMO energy (alpha / beta) in eV: -19.0 / -19.0
Energy relative to the best compared isomer or geometry (same formula, charge and spin) in kJ/mol: 270.1
Electronic energy in eV: -11589.165
Kohn-Sham gap (alpha / beta) in eV: 8.67 / 8.67

ORCA input file:
```
! RIJCOSX wB97M-V def2-TZVPD def2/J DEFGRID3
* xyz 2 1
C 0.00770 -1.90602 -0.14163
C -1.42782 -1.38803 -0.05815
C 1.02657 -0.88020 0.42208
C -1.83892 -0.34497 -0.94074
C 0.03360 1.42122 -0.84765
C 2.75406 0.71049 -0.31028
C -1.47024 1.42945 0.96982
O 1.59108 0.03131 -0.47786
O -1.07796 0.85469 -0.32168
H 0.00792 -2.80266 0.50234
H 0.09624 -2.16316 -1.16029
H -2.01153 -2.33090 -0.20204
H -1.66524 -1.27338 1.04581
H 0.59356 -0.54693 1.42020
H 1.96420 -1.36532 1.01628
H -1.46201 -0.40665 -1.95830
H -2.87362 -0.14716 -1.01358
H 0.42981 2.41773 -0.46410
H 0.35153 1.30661 -1.86072
H 2.75846 1.31224 0.55775
H 3.52448 0.06992 -0.13771
H 3.03216 1.32807 -1.24104
H -2.52201 1.85098 1.05770
H -1.28227 0.62791 1.75996
H -0.79980 2.29657 0.98914
*
```

Just the Löwdin charges please, in e? Sure, here they are: C -0.10; C -0.20; C -0.16; C 0.04; C 0.26; C -0.05; C 0.11; O -0.15; O -0.17; H 0.15; H 0.12; H 0.18; H 0.16; H 0.15; H 0.21; H 0.17; H 0.16; H 0.20; H 0.16; H 0.11; H 0.09; H 0.17; H 0.17; H 0.14; H 0.12



Record 4
Density functional theory data (the ωB97M-V functional and the def2-TZVPD basis) for a cluster of 3 separate species, C7H16O3 in total in a non-equilibrium geometry.

Computed properties:
HOMO energy in eV: -8.9
Energy relative to the best compared isomer or geometry (same formula, charge and spin) in kJ/mol: 380.6
Electronic energy in eV: -13657.342
Kohn-Sham gap in eV: 9.46

ORCA input file:
```
! RIJCOSX wB97M-V def2-TZVPD def2/J DEFGRID3
* xyz 0 1
C 2.89586 -1.11205 -0.16421
C 1.60866 -1.04796 0.20339
C 0.76018 0.12602 0.45069
C 0.21079 0.34440 1.70779
C -0.59449 1.59314 2.04072
O -0.64932 2.61319 1.12191
C 0.59828 -2.21937 0.29364
C 0.29671 -2.54529 -1.12184
H 3.31542 -2.16319 -0.21619
H 3.41999 -0.11256 -0.36038
H 0.59027 0.81050 -0.32462
H 0.43967 -0.47761 2.39825
H -0.03454 2.04753 2.84946
H -1.65436 1.27538 2.42444
H -0.77014 2.59123 0.12388
H -0.30378 -1.97769 0.92288
H 1.03862 -3.13213 0.67255
H 0.59500 -1.88395 -1.91035
H 0.64818 -3.50705 -1.38886
H -0.77747 -2.71172 -1.50493
O -1.69285 1.00411 -3.07225
H -1.62123 0.20385 -2.46551
H -0.88115 1.13937 -3.52370
O -1.93400 0.79993 -0.35308
H -1.70373 0.39837 0.42777
H -2.74737 1.32856 -0.15846
*
```

Just the Löwdin charges please, in e? Sure, here they are: C 0.04; C -0.34; C -0.08; C -0.06; C -0.32; O -0.09; C -0.22; C -0.13; H 0.09; H 0.09; H 0.09; H 0.12; H 0.12; H 0.14; H 0.13; H 0.12; H 0.10; H 0.07; H 0.05; H 0.10; O -0.08; H 0.05; H 0.00; O -0.04; H -0.04; H 0.10



Record 5
Density functional theory data (the ωB97M-V functional and the def2-TZVPD basis) for a cluster of 2 separate species, C7H17BCl2O2 in total.

Computed properties:
HOMO energy in eV: -9.2
Electronic energy in eV: -37349.066
Kohn-Sham gap in eV: 9.84

ORCA input file:
```
! RIJCOSX wB97M-V def2-TZVPD def2/J DEFGRID3
* xyz 0 1
C 1.71204 -0.19085 -0.44034
C 1.63347 -0.51869 -1.93629
O 1.74639 0.62891 -2.75940
C 0.50334 1.31120 -2.98107
B 0.16415 2.17524 -1.70145
C -1.13237 2.11143 -0.84022
O -2.23592 1.34607 -1.31523
C -2.17515 -0.03387 -1.03751
H 0.97625 -0.75108 0.14021
H 1.52800 0.87707 -0.28590
H 2.69561 -0.40836 -0.02032
H 2.44107 -1.18341 -2.24816
H 0.69012 -1.03233 -2.16322
H 0.68049 1.98271 -3.82936
H -0.27360 0.59984 -3.28965
H 0.97979 2.98450 -1.36610
H -1.50608 3.13986 -0.72413
H -0.86535 1.80679 0.18927
H -1.82746 -0.60973 -1.90217
H -1.50260 -0.24448 -0.19693
H -3.17922 -0.37385 -0.77150
Cl 0.19931 -3.47422 2.61187
C -0.21918 -2.40467 3.97676
C -0.23916 -0.95474 3.56495
Cl 1.39103 -0.34837 3.17340
H 0.50734 -2.58074 4.76548
H -1.20871 -2.69849 4.32172
H -0.62227 -0.34456 4.38064
H -0.86128 -0.81119 2.68463
*
```

Just the Löwdin charges please, in e? Sure, here they are: C -0.07; C -0.25; O -0.17; C -0.16; B -0.08; C -0.19; O -0.20; C -0.11; H 0.05; H 0.06; H 0.08; H 0.12; H 0.11; H 0.12; H 0.10; H 0.09; H 0.12; H 0.12; H 0.08; H 0.07; H 0.09; Cl 0.53; C -0.66; C -0.66; Cl 0.55; H 0.07; H 0.07; H 0.07; H 0.06